[1]
Formula: C2H8Cl2NSi
Source: the Open Molecules 2025 dataset
Level of theory: ωB97M-V/def2-TZVPD

Properties
* gap between HOMO and LUMO: 6.58 eV
* LUMO: -0.192 Ha
* net charge: +1
* calculated total energy: -36607.7170 eV
* F_max: 4.3 eV/A

Last column: natural (NBO) charge in e.
Positions of all 14 atoms, in Å:
C: 1.660 -0.224 0.543  0.14
C: -0.661 1.144 -1.281  -1.24
N: 2.519 0.610 0.933  -0.61
Si: -2.158 0.371 -0.777  1.28
Cl: -1.400 -2.095 0.596  -0.27
Cl: -3.228 0.867 0.901  -0.35
H: 1.992 -1.042 -0.179  0.25
H: 0.653 -0.401 1.076  0.26
H: 0.129 0.669 -1.851  0.24
H: -0.334 1.970 -0.719  0.23
H: 3.280 0.665 0.295  0.43
H: -1.784 -3.260 0.153  0.32
H: 2.383 1.381 1.637  0.46
H: -3.053 -0.654 -1.329  -0.14



[2]
Formula: C2H8Cl2OSi2
Source: the Open Molecules 2025 dataset
Level of theory: ωB97M-V/def2-TZVPD

Properties
* gap between HOMO and LUMO: 5.13 eV
* LUMO: -0.104 Ha
* calculated total energy: -45050.5810 eV
* F_max: 3.9 eV/A

Last column: natural (NBO) charge in e.
Positions of all 15 atoms, in Å:
C: 0.404 -1.307 -1.163  -1.11
C: 0.068 0.891 1.274  -1.11
O: -1.894 0.233 -0.510  -1.31
Si: -0.744 -0.504 0.215  1.70
Si: -1.189 2.833 -2.167  1.38
Cl: 0.386 3.870 -1.479  -0.26
Cl: -0.913 1.474 -3.540  -0.21
H: 1.246 -1.918 -0.717  0.22
H: -0.163 -1.928 -1.828  0.22
H: 0.764 -0.473 -1.790  0.19
H: 0.709 1.610 0.583  0.18
H: -0.747 1.496 1.474  0.22
H: 0.673 0.719 2.159  0.22
H: -0.772 -1.844 1.221  -0.28
H: -2.458 2.986 -1.400  -0.05